No. 1
DFT (ωB97M-V with the def2-TZVPD basis set) results for a molecular structure, C44H57FN2O6SY.

Geometry (Å):
Y -0.31646 1.05561 -0.32311
C -1.62656 -4.75359 4.26312
C -0.55033 -3.71556 4.61839
C -0.64212 -3.39614 6.11662
C 0.83543 -4.31438 4.33502
C -0.78367 -2.46683 3.75808
C -0.41344 -2.43157 2.46737
C -0.64491 -1.24784 1.68117
N -0.49045 -1.11496 0.37611
C -0.29070 -2.05804 -0.58282
C -0.51537 -3.45852 -0.42954
C -0.23828 -4.31329 -1.44537
C 0.31010 -3.74846 -2.63654
C 0.50850 -2.41467 -2.88914
C 0.12471 -1.50384 -1.85922
O 0.11988 -0.22178 -2.01323
C 1.08273 -2.00107 -4.26280
C 0.10401 -2.42714 -5.36766
C 2.43034 -2.71443 -4.46869
C 1.34194 -0.49706 -4.42282
C -0.48692 -5.82123 -1.37643
C 0.84118 -6.56792 -1.58064
C -1.06762 -6.23183 -0.02483
C -1.47371 -6.22829 -2.48088
C -1.09831 -0.00321 2.34514
O -1.08343 1.07848 1.69830
C -1.61870 -0.10027 3.68728
C -1.45750 -1.29744 4.30727
C -2.28019 1.11401 4.35372
C -3.46106 1.59392 3.49425
C -1.25266 2.24799 4.50931
C -2.82224 0.77303 5.74419
H -1.50497 -5.65251 4.87642
H -1.55501 -5.04434 3.20952
H -2.63100 -4.35597 4.43923
H -0.34892 -4.27663 6.69133
H -1.65884 -3.13692 6.42386
H 0.02523 -2.57578 6.39992
H 1.02136 -5.14844 5.01648
H 1.62622 -3.57265 4.47938
H 0.91693 -4.70616 3.31694
H 0.12435 -3.25495 2.02091
H -0.97836 -3.81397 0.47675
H 0.56303 -4.44301 -3.43257
H -0.06006 -3.50888 -5.37768
H 0.49686 -2.13867 -6.34780
H -0.86854 -1.93927 -5.23672
H 2.33384 -3.80262 -4.46340
H 3.14062 -2.43436 -3.68555
H 2.85598 -2.42619 -5.43357
H 0.42636 0.09235 -4.37403
H 1.79821 -0.33952 -5.40384
H 2.02527 -0.11471 -3.66209
H 1.57918 -6.26287 -0.83335
H 1.26751 -6.38435 -2.57094
H 0.68377 -7.64642 -1.48529
H -0.38355 -5.99588 0.79811
H -1.23489 -7.31115 -0.01431
H -2.02899 -5.74662 0.17151
H -1.07979 -6.01157 -3.47812
H -2.42345 -5.69720 -2.36811
H -1.67612 -7.30270 -2.43163
H -1.81844 -1.37884 5.32161
H -3.14338 1.88805 2.49208
H -3.93023 2.45944 3.97103
H -4.21675 0.80755 3.40666
H -0.88127 2.59818 3.54814
H -0.39821 1.91496 5.10555
H -1.71749 3.09201 5.02745
H -3.57351 -0.02249 5.71201
H -3.30234 1.66061 6.16120
H -2.02698 0.47613 6.43507
C 5.59552 5.52966 -0.56058
C 4.35491 6.40953 -0.55216
C 4.39887 7.40303 -1.69393
C 3.12718 8.22716 -1.76121
C 1.94206 7.31351 -1.92713
C 0.81106 7.70858 -2.59371
C -0.28143 6.84603 -2.70917
F -1.36568 7.28743 -3.36428
C -0.27404 5.59788 -2.17949
C 0.87449 5.16789 -1.49302
C 0.88144 3.85039 -0.89367
O -0.11383 3.06750 -1.07361
C 1.98573 3.54190 -0.06537
C 3.02899 4.42600 0.01443
N 3.09826 5.58224 -0.65041
C 1.98141 6.01590 -1.37285
C 2.08865 2.30985 0.80927
O 2.58775 2.41543 1.90737
O 1.59861 1.21921 0.27191
H 6.47208 6.17502 -0.63678
H 5.58399 4.86040 -1.42618
H 5.71471 4.93206 0.34395
H 4.30142 6.95778 0.38950
H 4.54007 6.85715 -2.63226
H 5.27158 8.03790 -1.54969
H 3.16440 8.93971 -2.58269
H 3.01674 8.80814 -0.83999
H 0.75044 8.69996 -3.02940
H -1.12633 4.93692 -2.26989
H 3.85937 4.18361 0.66258
C -4.87702 1.25207 -1.83178
S -3.17609 1.28504 -2.29528
C -3.10081 -0.30531 -3.06677
O -2.42437 1.14028 -0.97181
H -5.06812 0.32622 -1.28725
H -5.48712 1.32364 -2.73563
H -5.04426 2.11998 -1.19445
H -3.58149 -0.23950 -4.04639
H -3.59580 -1.03653 -2.42409
H -2.04115 -0.53097 -3.18187

Charge: +1
Frontier orbital gap (alpha / beta), eV: 5.70 / 5.93
HOMO (alpha / beta), eV: -9.835 / -9.939
Maximum force, eV/A: 2.9

No. 2
DFT (ωB97M-V with the def2-TZVPD basis set) results for a molecular structure, C44H58BaN5O18.

Geometry (Å):
Ba 13.64355 8.92679 -14.40491
C 14.85760 7.18612 -21.33939
C 14.72070 7.50150 -19.85251
O 15.08645 6.73829 -18.97317
O 14.18253 8.55148 -19.49994
H 14.25237 6.30335 -21.54560
H 15.89388 7.03759 -21.64296
H 14.45121 7.98985 -21.95338
C 22.27305 10.08714 -19.76977
C 22.57409 11.35534 -20.28804
C 23.89400 11.88350 -20.31354
C 24.95989 11.05614 -19.79908
C 24.63422 9.76266 -19.21040
C 23.30329 9.30921 -19.23735
N 26.31634 11.68772 -19.83661
O 26.46785 12.74835 -20.47316
O 27.22401 11.20882 -19.18400
H 21.29772 9.63458 -19.87133
H 21.75288 11.97636 -20.61414
H 24.10646 12.85829 -20.72712
H 25.30057 9.18702 -18.58509
H 23.02012 8.41183 -18.70733
C 19.93087 2.50593 -26.31968
C 20.85394 2.49023 -27.40148
C 21.80859 3.46876 -27.40091
C 21.83590 4.51039 -26.44997
C 20.83954 4.53684 -25.44733
C 19.97599 3.44132 -25.30510
N 22.80216 5.66352 -26.57716
O 22.67350 6.66058 -25.82898
O 23.62910 5.61533 -27.50304
H 19.19333 1.71704 -26.31056
H 20.86734 1.77352 -28.20929
H 22.60111 3.48672 -28.13440
H 20.87253 5.32557 -24.71031
H 19.27790 3.42681 -24.48117
C 14.64051 -0.17599 -19.45317
C 13.91748 -0.62541 -18.33898
C 13.55836 -1.92515 -18.21933
C 13.95719 -2.86205 -19.22539
C 14.59159 -2.36109 -20.41621
C 15.00882 -1.06492 -20.47635
N 13.45285 -4.29753 -19.23094
O 12.92647 -4.74621 -18.18797
O 13.61221 -4.88152 -20.32063
H 14.82090 0.88775 -19.40518
H 13.68511 0.18638 -17.66562
H 13.03911 -2.34112 -17.36860
H 14.81303 -3.10050 -21.17163
H 15.52013 -0.79401 -21.38825
C 18.25830 7.56378 -30.48296
C 19.21393 8.62045 -30.63561
C 19.60256 9.32025 -29.48321
C 18.90878 9.18859 -28.25732
C 17.86176 8.30647 -28.22470
C 17.55127 7.45497 -29.27635
N 19.18119 10.09938 -27.12591
O 18.97069 9.71080 -26.01726
O 19.60443 11.25347 -27.39494
H 17.97372 6.84891 -31.24083
H 19.78420 8.70014 -31.54931
H 20.37397 10.07453 -29.43423
H 17.27053 8.33383 -27.32131
H 16.83946 6.65843 -29.11741
C 14.36614 13.34169 -31.28069
C 14.37357 13.43099 -29.90802
C 13.75855 12.42197 -29.19500
C 13.07725 11.33976 -29.83853
C 13.15121 11.23929 -31.23084
C 13.75081 12.25339 -31.97618
N 12.48401 10.26068 -29.00198
O 11.89420 9.34055 -29.56381
O 12.74027 10.24167 -27.80464
H 14.81242 14.07400 -31.93716
H 14.95692 14.22578 -29.46712
H 13.85026 12.33963 -28.12204
H 12.67873 10.35929 -31.64167
H 13.79466 12.22608 -33.05495
C 11.34655 14.09456 -14.60148
O 10.90133 12.73323 -14.72383
C 9.44946 12.72758 -14.77448
C 8.86546 11.28184 -14.54499
O 9.46973 10.28461 -15.33466
C 9.07404 10.26665 -16.70672
H 10.99695 14.58769 -13.69445
H 10.93232 14.80690 -15.31499
H 12.43249 14.11669 -14.51020
H 9.18290 13.13368 -15.75025
H 9.02676 13.38771 -14.01709
H 7.78450 11.21102 -14.66585
H 8.91804 10.92310 -13.51706
H 8.04202 9.93747 -16.82782
H 9.79444 9.64770 -17.24154
H 9.15227 11.20278 -17.25956
C 17.96043 6.50351 -13.15220
O 17.78009 7.82566 -13.52057
C 18.88062 8.27931 -14.28665
C 18.84673 9.78941 -14.48492
O 17.66230 10.03430 -15.30060
C 17.72504 11.32841 -15.91952
H 18.99318 6.31474 -12.85916
H 17.78413 5.95274 -14.07615
H 17.27862 6.15031 -12.37858
H 19.02398 7.61392 -15.13801
H 19.78208 8.03647 -13.72406
H 19.70558 10.14588 -15.05361
H 18.74730 10.46752 -13.63735
H 18.08734 12.14130 -15.29021
H 16.75087 11.68890 -16.24992
H 18.32353 11.28069 -16.82926
C 10.65550 13.66494 -22.61073
O 9.26320 13.61648 -22.61632
C 8.63023 13.12254 -23.79743
C 9.11319 13.53762 -25.18895
O 8.85097 14.93014 -25.34908
C 9.32186 15.60759 -26.55257
H 10.92177 13.79711 -21.56205
H 11.02417 14.51686 -23.18205
H 11.21211 12.77950 -22.91778
H 7.57171 13.37901 -23.75397
H 8.58590 12.03980 -23.67988
H 8.58808 12.98897 -25.97083
H 10.19597 13.45990 -25.28724
H 9.19189 16.68915 -26.59044
H 8.76651 15.26612 -27.42612
H 10.38493 15.39371 -26.66324

Charge: +1
Frontier orbital gap, eV: 2.63
HOMO, eV: -8.654
Maximum force, eV/A: 3.6

Summary of E in Eh
-2808.23043 -3363.92467
(order as listed above)
Summary of energy above the lowest of the compared OMol25 structures with the same formula, charge and spin in eV
0.770 9.002
(order as listed above)